(1)
{
  "formula": "C6H10ClIN2OS",
  "method": "ωB97M-V/def2-TZVPD",
  "lumo_ev": -0.04,
  "energy_ev": -42866.3870,
  "species": ["C", "C", "C", "C", "C", "C", "N", "N", "O", "S", "Cl", "I", "H", "H", "H", "H", "H", "H", "H", "H", "H", "H"],
  "positions_angstrom": [[0.8544, 0.1127, 1.9354], [0.5023, -2.6733, 0.5370], [-0.9245, 1.9037, -0.0980], [-0.3825, 0.5177, -0.3578], [-2.4294, 1.9233, -0.3331], [1.0225, 0.2468, 0.2488], [0.8749, -0.0974, 3.0659], [1.3884, -1.3983, -1.7017], [3.0100, -1.5417, 0.2391], [1.6618, -1.4394, -0.1841], [-2.9953, 3.6410, -0.2506], [2.4483, 1.5484, -0.4191], [0.7655, -3.5341, 0.0147], [0.8237, -2.8416, 1.5587], [-0.3951, -2.1839, 0.2127], [-0.7144, 2.1203, 0.8544], [-0.4900, 2.5319, -0.7526], [-0.3726, 0.3375, -1.4321], [-1.0479, -0.2634, -0.0747], [-2.8232, 1.4192, -1.2220], [-2.9901, 1.4100, 0.4063], [2.2132, -1.7394, -2.2472]],
  "atomic_forces_ev_per_a": [[0.851, 0.664, -3.434], [2.043, 2.340, 0.485], [-2.625, -3.548, -1.477], [0.862, -0.366, -0.888], [-0.213, 0.488, -0.143], [-2.327, -1.677, 3.712], [-0.218, 0.049, -0.143], [0.740, -0.723, 0.171], [1.344, -0.570, 1.454], [-1.155, 0.197, -3.372], [-0.023, -0.467, -0.263], [0.814, 0.984, -0.015], [0.065, -1.410, -1.318], [-0.899, 0.445, 0.452], [-0.975, -0.583, 0.611], [0.618, 1.452, 3.709], [1.596, 2.434, -1.979], [0.719, 0.155, -0.141], [-0.707, -0.544, 1.026], [0.649, 0.646, -0.488], [-0.175, -0.325, 1.262], [-0.981, 0.360, 0.777]]
}


(2)
{
  "formula": "C18H45BaN2O11P2",
  "method": "ωB97M-V/def2-TZVPD",
  "lumo_ev": -2.67,
  "total_charge": 1,
  "energy_ev": -64169.7622,
  "species": ["Ba", "O", "H", "C", "O", "N", "C", "C", "H", "H", "H", "H", "H", "H", "H", "C", "O", "N", "C", "C", "H", "H", "H", "H", "H", "H", "H", "C", "C", "O", "P", "O", "O", "C", "C", "O", "C", "C", "H", "H", "H", "H", "H", "H", "H", "H", "H", "H", "H", "H", "H", "H", "H", "C", "C", "O", "P", "O", "O", "C", "C", "O", "C", "C", "H", "H", "H", "H", "H", "H", "H", "H", "H", "H", "H", "H", "H", "H", "H"],
  "positions_angstrom": [[0.0145, 9.1744, 0.9837], [1.4963, 10.4831, -0.5762], [2.1591, 10.6796, -1.2665], [-2.0735, 9.2485, -1.9728], [-1.3252, 8.5574, -1.1997], [-1.6237, 10.0193, -2.8932], [-2.5344, 10.4573, -4.0174], [-0.2108, 10.0316, -3.2027], [-3.1621, 9.2868, -1.8128], [-3.5760, 10.7501, -3.8861], [-2.6358, 9.7924, -4.8752], [-2.2022, 11.4504, -4.3197], [0.2131, 11.0121, -3.4195], [0.3479, 9.5510, -2.3996], [-0.1045, 9.4267, -4.1031], [3.9297, 9.7966, -3.1207], [4.3874, 8.8749, -3.8016], [4.4374, 11.0304, -3.0925], [3.9994, 12.2084, -2.1584], [5.6552, 11.3762, -3.9300], [3.0999, 9.5979, -2.4248], [4.3916, 12.0014, -1.1627], [2.9117, 12.2706, -2.1233], [4.3382, 13.1828, -2.5102], [6.6022, 11.6002, -3.4390], [6.0041, 10.7042, -4.7141], [5.3391, 12.2612, -4.4824], [-5.2167, 12.9861, -1.0598], [-3.7944, 12.6740, -1.1668], [-3.0054, 13.4105, -0.2838], [-1.9898, 12.7665, 0.8449], [-2.0721, 11.2765, 0.7078], [-0.5347, 13.4019, 0.6299], [0.0635, 13.4293, -0.6133], [0.0790, 14.8989, -1.0905], [-2.5047, 13.2195, 2.2218], [-3.7786, 12.7285, 2.6606], [-4.2562, 13.6235, 3.7903], [-5.6496, 12.4850, -0.1941], [-5.4259, 14.0534, -0.9869], [-5.7606, 12.6414, -1.9393], [-3.7215, 11.5879, -1.2227], [-3.5194, 12.9039, -2.1962], [1.0789, 13.0599, -0.4702], [-0.4341, 12.8127, -1.3618], [0.1347, 15.5700, -0.2333], [0.9925, 15.0516, -1.6651], [-0.7703, 15.1455, -1.7277], [-4.5810, 12.6844, 1.9242], [-3.7673, 11.7181, 3.0692], [-5.1659, 13.2819, 4.2840], [-3.5598, 13.4934, 4.6187], [-4.1928, 14.6477, 3.4228], [6.2788, 9.9677, 0.5763], [4.8491, 9.8763, 1.1043], [4.7526, 9.9345, 2.4661], [3.3740, 10.2575, 3.1448], [2.1756, 9.5115, 2.6550], [3.6670, 9.8883, 4.7260], [2.6548, 10.1538, 5.6835], [2.6977, 11.6714, 6.0081], [3.1608, 11.8956, 3.2238], [2.6294, 12.6620, 2.0599], [2.1236, 14.1171, 2.4907], [6.9359, 9.9790, 1.4459], [6.5659, 9.0858, 0.0038], [6.3143, 10.8899, -0.0037], [4.0784, 10.4985, 0.6493], [4.5064, 8.9139, 0.7243], [1.5962, 10.0918, 5.4313], [2.9245, 9.6894, 6.6320], [2.1719, 12.0645, 5.1379], [2.1873, 11.8286, 6.9582], [3.6977, 12.0447, 6.2287], [3.4237, 12.5866, 1.3173], [1.8508, 12.0396, 1.6187], [1.5250, 14.6465, 1.7494], [1.5233, 14.0934, 3.4002], [3.0643, 14.6334, 2.6824]],
  "atomic_forces_ev_per_a": [[0.798, 1.209, -1.082], [-0.021, -0.389, 0.285], [-0.823, -0.247, 0.900], [0.413, -2.069, 3.452], [-1.482, 1.067, -0.861], [-1.113, 1.518, -2.943], [0.238, 1.352, 0.008], [0.615, -0.785, -0.661], [0.190, -0.319, -0.187], [-0.207, -0.685, 1.617], [0.929, -0.305, 0.160], [0.726, -0.274, -0.462], [-0.436, 0.152, 0.231], [-0.143, 0.348, -0.077], [0.296, -0.018, -0.151], [0.627, -1.721, -0.314], [-0.601, 1.000, 0.598], [1.828, 2.952, 0.151], [0.095, -2.189, -1.008], [-0.822, 0.562, -0.584], [-0.151, 0.273, -0.089], [-0.030, 0.213, 0.011], [0.002, -0.201, 0.033], [0.363, -0.419, -0.296], [-0.449, 0.103, 0.978], [-0.996, -0.777, 0.350], [0.270, 0.241, 0.060], [-1.856, 0.504, 0.675], [0.073, -0.900, -2.552], [2.111, -0.053, 2.113], [-0.720, -1.668, -3.109], [1.000, 0.228, 0.185], [-3.169, -0.790, 2.924], [1.121, 1.497, -2.085], [0.537, -0.584, -0.216], [0.189, 0.816, 0.493], [-1.913, -0.413, 1.516], [1.277, -0.216, 0.338], [-0.222, 0.112, 0.090], [0.148, 0.050, 0.086], [0.086, -0.186, -0.032], [0.738, -0.157, 1.162], [0.589, 0.637, -0.061], [-0.132, -0.170, -0.115], [-0.036, -0.315, 0.198], [-0.143, -0.022, -0.035], [-0.044, 0.126, -0.185], [-0.053, 0.043, 0.223], [0.608, 0.380, -0.792], [0.901, -0.202, -0.317], [-0.481, 0.338, -0.806], [0.438, 0.390, -0.050], [-0.637, 0.093, 0.469], [-0.498, 0.671, 0.638], [-0.552, -1.729, -3.450], [-0.473, 0.318, 3.070], [-0.757, 1.010, 3.023], [0.317, 0.543, -0.463], [-0.166, -0.080, -3.108], [0.448, 2.783, 1.996], [-0.310, -0.827, 0.339], [0.069, -1.423, -0.940], [-0.874, -0.386, 0.340], [1.550, -1.765, -0.068], [0.182, 0.409, -0.141], [-0.232, 0.262, -0.217], [0.796, -0.146, -0.061], [0.438, 0.784, -0.270], [-0.306, -0.487, 0.536], [0.235, -1.418, -0.602], [-0.118, -0.898, -0.568], [0.410, 1.143, 0.720], [-0.594, 0.082, -0.203], [0.085, 0.035, -0.752], [0.086, 0.954, -0.029], [-0.389, 0.177, 0.085], [0.301, -0.370, -0.299], [0.160, -0.296, 0.028], [-0.330, 0.522, 0.157]]
}


(3)
{
  "formula": "H6IO3",
  "method": "ωB97M-V/def2-TZVPD",
  "lumo_ev": 3.57,
  "de_lowest_kcal_mol": 1.3,
  "total_charge": -1,
  "energy_ev": -14343.9251,
  "species": ["I", "O", "H", "H", "O", "H", "H", "O", "H", "H"],
  "positions_angstrom": [[8.0677, 5.1293, -3.6959], [8.1978, 7.9986, -1.4476], [9.0412, 8.4021, -1.6719], [8.2335, 7.1207, -1.8851], [9.8840, 2.6557, -1.4275], [10.6348, 2.3480, -1.9466], [9.3283, 3.0901, -2.0965], [10.9929, 3.0465, -4.3681], [10.4252, 2.4881, -4.9081], [10.4289, 3.8266, -4.1781]],
  "atomic_forces_ev_per_a": [[0.136, -0.112, -0.021], [0.096, -0.256, -0.011], [-0.024, -0.075, -0.048], [-0.120, 0.342, 0.036], [-0.019, -0.174, -0.102], [-0.015, 0.099, -0.084], [-0.019, 0.162, 0.194], [-0.019, 0.207, 0.067], [-0.074, 0.092, 0.042], [0.057, -0.285, -0.073]]
}